{"formula": "C30H88N4O12", "method": "ωB97M-V/def2-TZVPD", "relative_energy_ev": 0.000, "spin_multiplicity": 1, "smiles": "COC[C@H](C)N.COC[C@H](C)N.COC[C@H](C)N.COC[C@H](C)N.CCO.CCO.CCO.CCO.CCO.CCO.CO.CO", "gap_ha": 0.3331, "total_energy_ha": -2317.5201, "species": ["C", "O", "C", "C", "C", "N", "H", "H", "H", "H", "H", "H", "H", "H", "H", "H", "H", "C", "O", "C", "C", "C", "N", "H", "H", "H", "H", "H", "H", "H", "H", "H", "H", "H", "C", "O", "C", "C", "C", "N", "H", "H", "H", "H", "H", "H", "H", "H", "H", "H", "H", "C", "O", "C", "C", "C", "N", "H", "H", "H", "H", "H", "H", "H", "H", "H", "H", "H", "C", "C", "O", "H", "H", "H", "H", "H", "H", "C", "C", "O", "H", "H", "H", "H", "H", "H", "C", "C", "O", "H", "H", "H", "H", "H", "H", "C", "C", "O", "H", "H", "H", "H", "H", "H", "C", "C", "O", "H", "H", "H", "H", "H", "H", "C", "C", "O", "H", "H", "H", "H", "H", "H", "C", "O", "H", "H", "H", "H", "C", "O", "H", "H", "H", "H"], "coordinates": [[-0.590027, 0.944449, -3.825602], [-0.010904, 2.064533, -4.450492], [-0.371726, 2.206518, -5.806893], [0.249529, 1.162216, -6.732381], [1.770289, 1.169080, -6.638237], [-0.168159, 1.505731, -8.121128], [-0.011679, 0.046617, -4.070557], [-1.657393, 0.775241, -3.998244], [-0.505611, 1.103822, -2.748358], [-1.462292, 2.206004, -5.920497], [-0.071608, 3.208961, -6.122525], [-0.166679, 0.161980, -6.598404], [2.165976, 2.180661, -6.751001], [2.318532, 0.515037, -7.319345], [2.079379, 0.809976, -5.652431], [0.334938, 2.355101, -8.384407], [0.346711, 0.833672, -8.689840], [-3.518461, 2.381002, 4.290989], [-2.355776, 2.395175, 3.507359], [-2.405478, 3.455679, 2.534922], [-0.981812, 3.752457, 2.073252], [-0.885535, 5.084198, 1.334730], [-0.505253, 2.709744, 1.110787], [-4.434520, 2.341844, 3.687581], [-3.606396, 3.234421, 4.970126], [-3.506552, 1.449041, 4.861838], [-3.061072, 3.114639, 1.727531], [-2.847117, 4.375555, 2.933993], [-0.390803, 3.681593, 2.989053], [0.126384, 5.399832, 1.093368], [-1.258292, 5.810507, 2.070217], [-1.549962, 5.168733, 0.478787], [-1.191957, 2.789101, 0.339252], [-0.714763, 1.811230, 1.547956], [1.782697, -5.968457, 2.970547], [1.261799, -4.743168, 2.500680], [1.738235, -4.264915, 1.249376], [3.262202, -4.262291, 1.169170], [3.862734, -3.302102, 2.190708], [3.724639, -3.835953, -0.186610], [2.872898, -5.951152, 2.986364], [1.482403, -6.814666, 2.342818], [1.401253, -6.165701, 3.969195], [1.247419, -4.792903, 0.427095], [1.380836, -3.235318, 1.150252], [3.726101, -5.225857, 1.390237], [3.661728, -3.582020, 3.228444], [3.530570, -2.273898, 2.011638], [4.949544, -3.216605, 2.104180], [4.616403, -3.362599, -0.073044], [3.132970, -3.025364, -0.376698], [1.511341, 2.459512, 6.691449], [1.165721, 1.213784, 6.138613], [0.631800, 1.326090, 4.836971], [0.046712, -0.027619, 4.432099], [1.126684, -1.077348, 4.187639], [-0.760715, 0.069904, 3.195240], [2.359566, 2.908949, 6.167725], [1.821648, 2.322545, 7.727402], [0.657434, 3.143431, 6.729919], [-0.190525, 2.049489, 4.868065], [1.389878, 1.640756, 4.111144], [-0.651870, -0.391563, 5.195121], [1.524871, -1.401385, 5.149443], [1.920118, -0.651882, 3.563973], [0.809526, -1.937666, 3.593988], [-1.324089, -0.767989, 3.094826], [-1.438137, 0.837932, 3.305385], [-4.012353, 1.726876, -2.145221], [-2.669491, 1.768839, -1.415315], [-2.433509, 3.124594, -0.971775], [-4.760914, 1.865871, -1.357466], [-4.210532, 0.791697, -2.664948], [-4.167614, 2.588784, -2.795007], [-1.895561, 1.510780, -2.141614], [-2.668820, 1.207091, -0.485992], [-2.351028, 3.675801, -1.757892], [-0.516598, -3.670722, -2.975997], [-0.560059, -3.800908, -1.463303], [-1.792876, -3.284661, -0.955887], [0.465603, -3.989059, -3.330273], [-0.612795, -2.606085, -3.205283], [-1.244938, -4.276247, -3.511264], [0.274511, -3.296494, -0.976400], [-0.519139, -4.882588, -1.292787], [-1.790393, -3.399746, 0.000774], [4.522159, 0.687572, 1.783723], [5.526812, 0.134558, 0.795518], [6.844470, 0.113233, 1.318006], [4.711391, 1.749445, 1.976161], [4.558827, 0.197566, 2.760191], [3.470673, 0.665235, 1.486588], [5.528049, 0.722717, -0.129906], [5.264204, -0.882492, 0.500372], [7.119569, 1.030809, 1.412556], [3.457397, -1.371761, -3.134983], [2.951332, -0.414430, -2.063030], [2.812210, -1.133149, -0.841313], [3.528387, -0.922946, -4.124310], [2.830276, -2.253157, -3.289670], [4.418491, -1.773403, -2.807738], [1.938759, -0.073245, -2.311594], [3.543311, 0.497902, -1.958265], [2.169486, -0.652038, -0.295077], [-5.194689, -1.618812, -1.537530], [-4.154372, -1.335251, -2.624713], [-2.936180, -0.968808, -1.983401], [-4.936738, -2.486411, -0.923720], [-6.177887, -1.893029, -1.931105], [-5.278006, -0.765228, -0.865217], [-4.437550, -0.484936, -3.249258], [-4.006636, -2.181945, -3.301609], [-2.549068, -1.826036, -1.711020], [-4.509151, 0.082292, 1.402517], [-3.915353, -1.285547, 1.215293], [-2.981344, -1.578403, 2.269769], [-5.130564, 0.281832, 0.519459], [-3.804240, 0.913365, 1.408050], [-5.179181, 0.143336, 2.260008], [-3.405856, -1.419323, 0.258832], [-4.666935, -2.080677, 1.202941], [-3.445250, -1.886286, 3.053270], [-0.282592, -0.367838, -0.017015], [0.877009, -0.259430, 0.804726], [-0.308934, 0.516963, -0.649630], [-0.215438, -1.276151, -0.625146], [-1.172210, -0.545583, 0.591254], [0.568461, -0.207430, 1.726199], [1.367233, 3.596572, -1.468139], [1.910603, 3.449668, -0.161500], [0.739897, 4.494557, -1.512605], [2.210972, 3.744239, -2.140153], [0.762529, 2.747778, -1.800536], [1.125867, 3.221956, 0.393649]], "forces_ev_per_angstrom": [[0.788, -0.357, 0.452], [-0.428, 0.318, -0.067], [-0.307, -0.188, -0.084], [0.254, 0.479, -1.324], [0.351, -0.375, 1.119], [0.648, -0.052, -0.037], [-0.251, -0.184, -0.053], [0.025, 0.171, -0.544], [0.535, -0.168, -0.351], [-0.059, -0.263, 0.022], [0.340, -0.065, 0.048], [0.076, 0.023, 0.518], [-0.083, 0.041, -0.031], [-0.481, -0.010, -0.374], [0.027, 0.229, 0.159], [-0.324, 0.234, 0.190], [-0.480, -0.170, -0.185], [-0.588, -0.735, 0.231], [-0.334, 1.244, -0.177], [0.139, -0.040, -0.029], [-0.037, -0.971, -1.489], [-0.480, 0.792, 1.768], [-1.088, 0.113, 0.623], [0.108, 0.122, -0.177], [0.237, 0.038, -0.038], [0.088, 0.158, 0.160], [0.111, 0.170, -0.273], [-0.050, -0.153, 0.434], [0.339, 0.409, -0.178], [0.078, -0.366, -0.183], [0.091, 0.328, -0.284], [0.085, -0.361, -0.176], [0.748, -0.051, 0.259], [0.514, -0.116, -0.147], [0.136, -0.138, -0.537], [-0.342, 0.309, 0.356], [0.286, -0.356, 0.158], [1.448, 0.725, -0.371], [0.054, 0.498, 0.532], [-1.108, 0.051, 0.480], [-0.013, -0.082, 0.279], [-0.055, 0.018, -0.175], [-0.057, 0.300, 0.054], [0.363, -0.472, -0.076], [0.093, 0.130, 0.279], [-0.449, -0.250, -0.316], [-0.188, 0.089, -0.035], [-0.375, -0.084, 0.102], [0.046, -0.424, -0.145], [0.213, -0.357, 0.027], [0.059, -0.068, -0.527], [0.192, -0.003, 0.331], [0.115, -0.143, 0.132], [-0.723, -0.427, 0.170], [-0.407, -0.881, -0.675], [0.326, 0.248, 0.072], [0.205, 0.831, 0.075], [-0.119, 0.175, -0.188], [0.016, -0.311, -0.040], [-0.029, 0.090, -0.313], [0.057, 0.195, -0.218], [0.031, 0.093, -0.052], [0.441, 0.230, 0.535], [0.257, -0.125, -0.196], [0.174, 0.174, 0.294], [-0.463, -0.106, 0.367], [0.170, 0.030, -0.082], [0.390, -0.471, -0.184], [-0.443, 0.233, 1.251], [-0.434, 1.187, -1.055], [-0.174, 0.106, -0.195], [-0.292, -0.174, -0.185], [0.232, 1.047, 0.296], [0.377, -0.068, -0.278], [-0.378, -0.214, 1.072], [0.141, -0.451, -0.382], [0.057, 0.044, 0.079], [0.514, 0.846, 0.305], [-0.217, -1.056, -0.668], [-0.103, -0.071, -0.054], [0.046, 0.032, 0.094], [-0.174, -0.083, -0.413], [-0.282, 0.134, 0.238], [0.114, -0.063, -0.190], [0.143, 0.109, 0.595], [-0.066, 0.080, 0.041], [-0.373, 0.622, 0.609], [-0.456, -0.043, -0.379], [0.166, -0.019, 0.136], [0.168, -0.015, -0.038], [0.272, -0.224, -0.120], [0.148, -0.254, -0.492], [-0.209, 0.021, 0.028], [0.121, -0.035, 0.158], [0.076, -0.075, 0.083], [0.213, -0.160, 0.210], [-1.261, -0.494, -0.315], [0.399, 0.290, -0.238], [0.304, 0.333, 0.087], [-0.324, 0.155, 0.423], [0.168, 0.141, -0.263], [0.039, 0.168, -0.375], [0.378, -0.198, 0.056], [0.132, -0.108, 0.437], [-0.431, -0.488, -0.470], [-0.191, -0.265, 0.445], [0.152, -0.714, -0.467], [0.361, 0.085, -0.208], [-0.006, 0.375, -0.216], [-0.166, -0.142, -0.440], [-0.269, -0.767, -0.124], [-0.013, -0.103, 0.124], [0.276, 0.402, 0.160], [-0.881, 0.357, -1.003], [0.384, -0.563, 0.765], [0.251, -0.289, -0.275], [-0.070, 0.150, 0.362], [0.361, -0.288, 0.332], [0.181, -0.033, 0.172], [0.282, 0.471, 0.352], [-0.280, 0.262, 0.139], [-0.175, 0.027, -0.091], [0.521, -0.591, 0.188], [-0.197, -0.300, -0.086], [-0.485, -0.028, -0.013], [0.216, 0.267, -0.240], [-0.119, 0.593, -0.012], [-0.173, 0.259, 0.179], [0.423, 0.470, 0.445], [-0.655, -0.183, -0.217], [-0.090, 0.022, -0.160], [-0.107, -0.120, -0.198], [0.123, -0.128, 0.053], [0.418, -0.208, 0.051]]}